Entry 1:
The following is a quantum chemistry calculation of one molecule with the formula C3H5ClO at a distorted geometry, from OMol25.

Properties
LUMO level: 0.033 hartree
electronic energy: -652.62576 a.u.
highest occupied orbital energy: -0.2971 Ha
relative energy (zero: lowest compared OMol25 entry of this formula, charge and spin): 67.48 kcal/mol
HOMO-LUMO gap: 8.980 eV

The geometry in ORCA input format:
```
! RIJCOSX wB97M-V def2-TZVPD def2/J DEFGRID3
* xyz 0 1
C -2.4990 -0.3480 -0.0739
O -1.0658 -0.3578 0.0981
C -0.5135 0.7577 0.0164
C 0.9045 1.0134 -0.1051
Cl 1.7098 -0.5090 0.0067
H -2.6015 0.6274 -0.7066
H -2.7809 -1.3277 -0.6113
H -2.7507 -0.1266 1.0833
H -1.0750 1.6954 0.3403
H 1.3162 2.1085 -0.0282
*
```

Charges in e, computed with natural (NBO), in the same order as the atoms: number 1, C, carries -0.279; number 2, O, carries -0.501; number 3, C, carries 0.145; number 4, C, carries -0.389; number 5, Cl, carries -0.017; number 6, H, carries 0.197; number 7, H, carries 0.228; number 8, H, carries 0.210; number 9, H, carries 0.161; number 10, H, carries 0.245

***

Entry 2:
The following is a quantum chemistry calculation of C21H38NO2P2Pr as an isolated structure at a distorted geometry, from OMol25.

Properties
LUMO level (spin up / spin down): 0.004 / 0.004 hartree
electronic energy: -2227.75644 a.u.
highest occupied orbital energy (spin up / spin down): -0.2403 / -0.2404 Ha
HOMO-LUMO gap (spin up / spin down): 6.640 / 6.648 eV
<S²>: 2.00

The geometry in ORCA input format:
```
! RIJCOSX wB97M-V def2-TZVPD def2/J DEFGRID3
* xyz 0 3
C 4.4832 -0.2593 -0.2610
C 3.1202 0.1850 -0.2551
N 2.1803 -0.6590 0.3552
C 2.5472 -1.8475 0.8762
C 3.8777 -2.1844 1.0223
C 4.8751 -1.4036 0.4305
C 2.7875 1.4369 -0.8289
P 1.2466 2.3391 -0.8129
Pr -0.1966 0.1281 0.2585
P -0.0921 -2.9208 0.7106
C 1.5397 -2.7677 1.5026
C -2.4306 0.3261 -1.0093
C -3.0290 1.5310 -0.6629
C -4.3701 1.7769 -1.0500
C -5.0470 0.8443 -1.8418
C -4.3732 -0.3044 -2.2812
C -3.0371 -0.5408 -1.8927
O 4.3341 0.0765 -4.2760
O -0.5001 0.3708 -5.8242
H 5.1768 0.3202 -0.8895
H 4.0999 -3.0371 1.6367
H 5.9404 -1.6950 0.4930
C 1.6236 3.8217 0.2197
C 1.0151 3.0493 -2.4927
H 1.8853 -3.7977 1.5142
H 1.3461 -2.4252 2.5182
H 3.8297 0.9014 -4.4211
H 3.6374 1.8929 -1.3159
C -1.2693 -3.3510 1.9963
C 0.0545 -4.3974 -0.3433
H -2.4684 2.3074 -0.1184
H -4.8557 2.7005 -0.7278
H -6.0847 1.0267 -2.1345
H -4.8738 -1.0271 -2.9270
H -2.4911 -1.3966 -2.2915
H -0.5780 -1.4868 -1.2090
H -1.1568 0.5784 -5.1411
H -0.0953 -0.3548 -5.3110
H 3.9135 -0.4620 -4.9860
H -0.2827 -2.1363 -1.0567
H 2.1892 4.5414 -0.3825
H 0.7453 4.3483 0.6168
H 2.2178 3.5018 1.0847
H 1.8234 3.7481 -2.7695
H 0.9471 2.2402 -3.2443
H 0.0631 3.6120 -2.5236
H 0.1091 -5.2644 0.3231
H -0.8181 -4.4964 -1.0080
H 0.9570 -4.3399 -0.9693
H -1.0070 -4.3718 2.3156
H -1.1857 -2.6349 2.8321
H -2.2902 -3.3194 1.5817
C -2.7866 0.5717 2.9212
C -1.5220 1.4356 3.0750
C -1.3131 1.9201 4.5140
C -0.2334 0.6956 2.6753
H -2.6569 -0.4208 3.3782
H -3.0806 0.4218 1.8697
H -3.6437 1.0546 3.4114
H -1.6440 2.3155 2.4067
H -1.1062 1.0620 5.1641
H -0.4449 2.5874 4.5523
H -2.1739 2.4585 4.9172
H 0.6489 1.3676 2.7638
H -0.0765 -0.1934 3.3218
*
```

Charges in e, computed with Löwdin, in the same order as the atoms: number 1, C, carries -0.043; number 2, C, carries -0.342; number 3, N, carries -0.032; number 4, C, carries -0.349; number 5, C, carries -0.081; number 6, C, carries -0.065; number 7, C, carries -0.300; number 8, P, carries 0.745; number 9, Pr, carries 0.844; number 10, P, carries 0.776; number 11, C, carries -0.279; number 12, C, carries -0.315; number 13, C, carries -0.172; number 14, C, carries -0.095; number 15, C, carries -0.109; number 16, C, carries -0.101; number 17, C, carries -0.167; number 18, O, carries -0.084; number 19, O, carries -0.072; number 20, H, carries 0.111; number 21, H, carries 0.097; number 22, H, carries 0.113; number 23, C, carries -0.265; number 24, C, carries -0.271; number 25, H, carries 0.086; number 26, H, carries 0.100; number 27, H, carries 0.035; number 28, H, carries 0.052; number 29, C, carries -0.252; number 30, C, carries -0.243; number 31, H, carries 0.086; number 32, H, carries 0.096; number 33, H, carries 0.097; number 34, H, carries 0.092; number 35, H, carries 0.066; number 36, H, carries -0.031; number 37, H, carries 0.031; number 38, H, carries 0.037; number 39, H, carries 0.046; number 40, H, carries 0.003; number 41, H, carries 0.038; number 42, H, carries 0.035; number 43, H, carries 0.043; number 44, H, carries 0.045; number 45, H, carries 0.035; number 46, H, carries 0.044; number 47, H, carries 0.048; number 48, H, carries 0.056; number 49, H, carries 0.063; number 50, H, carries 0.047; number 51, H, carries 0.046; number 52, H, carries 0.059; number 53, C, carries -0.079; number 54, C, carries -0.530; number 55, C, carries -0.106; number 56, C, carries -0.325; number 57, H, carries 0.074; number 58, H, carries 0.057; number 59, H, carries 0.079; number 60, H, carries 0.119; number 61, H, carries 0.078; number 62, H, carries 0.073; number 63, H, carries 0.066; number 64, H, carries 0.047; number 65, H, carries 0.041

***

Entry 3:
The following is a quantum chemistry calculation of C3HCl3O as an isolated structure at a distorted geometry, from OMol25.

Properties
LUMO level: -0.005 hartree
electronic energy: -1570.62509 a.u.
highest occupied orbital energy: -0.3489 Ha
relative energy (zero: lowest compared OMol25 entry of this formula, charge and spin): 58.92 kcal/mol
HOMO-LUMO gap: 9.370 eV

The geometry in ORCA input format:
```
! RIJCOSX wB97M-V def2-TZVPD def2/J DEFGRID3
* xyz 0 1
C -1.4806 0.6022 -0.1573
C 0.5156 0.4101 0.0844
C 0.9548 -0.8236 0.0288
O -2.1945 -0.3099 -0.1094
Cl 1.1871 1.9607 -0.0786
Cl 2.5928 -1.4208 -0.0401
Cl -0.0814 -2.1693 0.3391
H -1.4938 1.7505 -0.0670
*
```

Charges in e, computed with natural (NBO), in the same order as the atoms: number 1, C, carries 0.512; number 2, C, carries -0.243; number 3, C, carries -0.147; number 4, O, carries -0.434; number 5, Cl, carries 0.060; number 6, Cl, carries 0.025; number 7, Cl, carries 0.056; number 8, H, carries 0.170

***

Entry 4:
The following is a quantum chemistry calculation of a 2-piece molecular cluster, C15H19ClNO2 overall at a distorted geometry, from OMol25.

Properties
LUMO level: -0.217 hartree
electronic energy: -1248.11936 a.u.
highest occupied orbital energy: -0.4666 Ha
HOMO-LUMO gap: 6.794 eV

The geometry in ORCA input format:
```
! RIJCOSX wB97M-V def2-TZVPD def2/J DEFGRID3
* xyz 1 1
Cl -3.1681 3.8194 0.0800
C -1.7690 2.9930 0.6187
C -1.8665 2.0799 1.6780
C -0.7333 1.3893 2.1000
C 0.5192 1.5875 1.4676
C 1.6865 0.8508 1.9043
C 3.0873 1.2931 1.5348
C 4.0242 0.5702 2.5632
C 3.0646 -0.0930 3.5110
C 1.7544 0.1019 3.1356
C 0.5993 2.5507 0.4275
C -0.5337 3.2359 -0.0011
H -2.8232 1.9127 2.1630
H -0.8101 0.6847 2.9293
H 3.3325 1.0232 0.5015
H 3.1952 2.3843 1.6255
H 4.6710 -0.1479 2.0362
H 4.6818 1.2972 3.0611
H 3.4054 -0.6526 4.3786
H 0.8689 -0.2573 3.6635
H 1.5622 2.7421 -0.0518
H -0.4698 3.9562 -0.8113
C -1.0797 -2.3680 -4.6684
C -0.7416 -3.1001 -3.3986
O -0.6327 -2.1082 -2.3355
C 0.1188 -2.5140 -1.3026
C 0.1112 -1.5419 -0.1275
N 1.4341 -0.9923 0.0147
O 0.7525 -3.5516 -1.2650
H -1.3345 -3.0893 -5.4458
H -1.9224 -1.6842 -4.5382
H -0.2143 -1.7971 -5.0187
H -1.5370 -3.7988 -3.1124
H 0.2039 -3.6381 -3.4956
H -0.6375 -0.7679 -0.3145
H -0.1773 -2.1640 0.7392
H 1.6237 -0.7211 0.9764
H 2.0990 -1.7143 -0.2622
*
```

Charges in e, computed with natural (NBO), in the same order as the atoms: number 1, Cl, carries 0.107; number 2, C, carries 0.039; number 3, C, carries -0.244; number 4, C, carries -0.108; number 5, C, carries -0.109; number 6, C, carries 0.292; number 7, C, carries -0.505; number 8, C, carries -0.477; number 9, C, carries 0.073; number 10, C, carries -0.326; number 11, C, carries -0.102; number 12, C, carries -0.238; number 13, H, carries 0.254; number 14, H, carries 0.224; number 15, H, carries 0.280; number 16, H, carries 0.272; number 17, H, carries 0.266; number 18, H, carries 0.268; number 19, H, carries 0.247; number 20, H, carries 0.252; number 21, H, carries 0.234; number 22, H, carries 0.255; number 23, C, carries -0.628; number 24, C, carries -0.083; number 25, O, carries -0.496; number 26, C, carries 0.789; number 27, C, carries -0.318; number 28, N, carries -0.810; number 29, O, carries -0.597; number 30, H, carries 0.228; number 31, H, carries 0.218; number 32, H, carries 0.214; number 33, H, carries 0.191; number 34, H, carries 0.211; number 35, H, carries 0.205; number 36, H, carries 0.199; number 37, H, carries 0.334; number 38, H, carries 0.390

***

So what do the calculations give for molecular weight? Going down the list: 92.53 539.40 159.40 280.77 g/mol.